Density functional theory data (ωB97M-V/def2-TZVPD) for a structure of composition C25H38N10O7S2Ti.

Structure (XYZ):
```
83
Properties=species:S:1:pos:R:3:forces:R:3:mulliken_charge:R:1
Ti -0.35330 -0.18784 -0.19260 0.30 -2.04 0.10 -2.172
C 3.49753 -3.11512 -2.20901 -0.12 -0.05 0.01 -1.085
N 2.58908 -2.76001 -1.13779 0.28 -0.32 -0.09 0.141
C 1.94401 -3.86219 -0.43395 0.12 0.05 -0.05 -0.944
C 2.15537 -1.51504 -0.95357 0.00 0.18 -0.10 0.624
O 1.40192 -1.22891 -0.02255 0.76 0.09 0.36 0.079
C 2.62756 -0.39974 -1.87090 -0.18 0.05 -0.03 -1.325
O 1.86357 0.72204 -1.50460 -0.05 0.09 0.03 -0.280
C 1.46350 1.62401 -2.49332 0.04 -0.19 0.08 -1.355
C -0.04104 1.81929 -2.37230 0.48 -0.25 0.14 1.038
O -0.64736 1.24388 -1.46848 -0.38 0.98 -0.93 -0.083
N -0.66850 2.61420 -3.21883 -0.22 0.57 -0.52 0.209
C -2.11567 2.78611 -3.12565 0.17 0.08 -0.07 -0.999
C 0.01836 3.38042 -4.25151 -0.11 -0.12 0.10 -1.096
H 2.95632 -3.56624 -3.04575 -0.01 0.01 -0.01 0.319
H 4.22816 -3.83441 -1.83962 0.02 -0.03 0.02 0.345
H 4.04091 -2.24645 -2.57125 0.00 -0.02 0.03 0.395
H 1.52171 -4.55287 -1.16847 0.01 0.01 0.01 0.333
H 1.14629 -3.47479 0.19060 -0.04 0.07 0.03 0.165
H 2.66618 -4.39266 0.18939 0.01 0.00 -0.03 0.331
H 2.47008 -0.67987 -2.91032 -0.06 -0.01 -0.10 0.594
H 3.68560 -0.19340 -1.69107 0.16 0.00 -0.03 0.553
H 1.69955 1.26236 -3.49437 0.02 -0.03 -0.11 0.596
H 1.96239 2.58018 -2.32504 0.06 0.12 -0.03 0.465
H -2.52455 2.04079 -2.45659 0.00 -0.08 0.06 0.170
H -2.55518 2.66946 -4.11564 0.00 0.00 -0.04 0.410
H -2.35147 3.77780 -2.73798 0.01 0.02 0.00 0.337
H 1.08169 3.46402 -4.04340 -0.06 -0.01 0.01 0.418
H -0.39681 4.38698 -4.28071 -0.01 0.02 0.02 0.379
H -0.11309 2.92227 -5.23376 -0.03 -0.02 -0.01 0.295
N 1.23993 4.70574 6.62335 -0.14 -0.04 -0.21 -0.547
C 0.93652 4.17521 5.37332 0.05 0.08 0.17 1.042
C 1.30229 4.85915 4.20829 0.05 0.10 0.04 -0.713
C 0.96200 4.35917 2.96697 -0.07 0.03 -0.01 -0.643
C 0.25128 3.16819 2.86700 -0.08 -0.05 0.44 -0.026
C -0.12752 2.48280 4.01655 0.10 0.12 -0.10 -0.462
C 0.21915 2.98413 5.26192 -0.04 -0.05 0.01 -0.927
S -0.01993 2.49743 1.27047 -0.28 -0.22 0.37 1.240
O -0.76235 3.45210 0.48000 -0.04 -0.06 0.15 -0.807
O 1.31017 2.17974 0.77714 0.14 -0.09 -0.20 -0.743
N -0.76241 1.08185 1.49250 -0.99 1.12 -0.08 0.756
C -2.15563 1.08487 1.25174 0.36 0.21 0.37 0.046
N -2.48074 0.31220 0.19753 0.65 0.81 0.57 0.627
C -3.75175 0.19525 -0.11424 -0.41 -0.28 -0.24 -0.300
C -4.72733 0.84753 0.61618 -0.16 0.01 0.03 -0.892
C -4.29364 1.63951 1.66693 -0.28 0.04 0.00 -0.567
N -3.01760 1.76713 1.99917 0.50 -0.16 0.01 -0.579
H 1.96064 5.40260 6.67344 0.05 -0.01 -0.01 0.210
H 1.18868 4.08968 7.41430 0.03 -0.04 0.02 0.211
H 1.85045 5.79342 4.28672 -0.04 -0.05 -0.01 0.271
H 1.24616 4.89398 2.06685 0.00 -0.04 0.05 0.468
H -0.68176 1.55782 3.92685 0.06 0.01 0.00 0.394
H -0.07480 2.44951 6.16095 0.01 0.04 -0.09 0.315
H -3.98132 -0.42666 -0.97308 -0.02 -0.01 0.00 0.604
H -5.77542 0.75156 0.37084 0.03 0.02 0.01 0.414
H -5.00117 2.20279 2.26938 0.02 -0.05 -0.04 0.448
C -2.72843 -3.65328 0.77809 0.00 -0.03 0.12 -1.719
C -1.76208 -2.68944 0.17099 0.35 0.09 -0.06 0.753
N -1.08998 -1.79618 0.91459 -0.48 -0.33 -0.16 1.853
O -1.49210 -1.79515 2.26676 -0.01 0.04 -0.09 -0.743
C -1.47660 -2.63162 -1.19876 0.11 0.44 -0.14 -0.024
C -1.86442 -3.63540 -2.23832 -0.01 0.01 -0.03 -2.120
N -0.72215 -1.52498 -1.49450 -0.48 -0.54 -0.32 1.863
O -0.03665 -1.36938 -2.62199 -0.17 -0.26 0.51 -0.882
H -3.55481 -3.11893 1.25747 0.05 -0.03 -0.04 0.262
H -2.24843 -4.24493 1.56107 -0.02 0.02 -0.03 0.271
H -3.13232 -4.32226 0.01928 0.01 0.02 0.03 0.489
H -0.74480 -1.35111 2.69630 0.02 0.02 0.08 0.101
H -1.45911 -4.63233 -2.03782 0.00 0.03 -0.02 0.330
H -1.46939 -3.29559 -3.19517 0.02 -0.01 -0.01 0.343
H -2.95081 -3.73725 -2.33334 0.05 0.00 0.00 0.409
S 1.56690 -1.06042 3.63983 0.21 0.21 0.16 -0.409
C 2.62480 0.23858 3.75088 -0.05 -0.09 -0.07 0.096
N 3.20845 0.67279 4.88743 0.09 0.11 0.11 -0.112
C 3.95176 1.91983 4.72524 -0.15 -0.24 -0.05 -0.430
C 3.85036 2.15748 3.20390 -0.22 -0.26 0.00 -0.146
N 3.07069 1.00637 2.73724 0.03 0.19 0.06 0.166
H 2.95644 0.26170 5.76694 0.00 0.01 0.01 0.214
H 4.98363 1.81079 5.05388 0.07 -0.03 0.01 0.304
H 3.49169 2.73112 5.28817 -0.06 0.06 0.06 0.181
H 4.82946 2.17937 2.73023 0.07 -0.03 -0.03 0.405
H 3.33430 3.08772 2.97392 -0.04 0.03 -0.02 0.018
H 2.49382 1.09983 1.91224 -0.05 -0.03 -0.18 -0.171
```
Forces are in eV/Å.

Results
E_HOMO (alpha / beta) = -4.76 / -4.83 eV
Calculated total energy = -100560.3636 eV
Spin multiplicity = 1
Max |F| = 2.07 eV Å⁻¹
Energy above the lowest of the compared OMol25 structures with the same formula, charge and spin = 0.0 kcal/mol
Orbital gap (alpha / beta) = 5.202 / 5.273 eV


Density functional theory data (ωB97M-V/def2-TZVPD) for a cluster of 7 separate species, C19H23Cl9F12O8 in total.

Structure (XYZ):
```
71
Properties=species:S:1:pos:R:3:forces:R:3:mulliken_charge:R:1
C 3.78964 0.92141 1.86437 -0.64 0.56 1.39 -0.470
C 4.36324 2.32329 1.89445 0.23 0.22 -0.32 -0.325
O 3.63316 3.27965 1.07737 0.54 0.25 -0.62 -0.329
C 2.39020 3.56397 1.38035 -0.38 -1.53 -0.02 0.330
O 1.74163 3.08393 2.26331 -0.01 0.32 0.53 -0.321
C 1.68180 4.42145 0.33548 0.26 1.26 0.57 0.876
F 0.67204 3.76285 -0.20387 -0.18 -0.29 -0.32 -0.188
F 1.18220 5.50249 0.96405 -0.13 -0.02 -0.02 -0.279
F 2.49144 4.86948 -0.61513 0.11 -0.14 -0.44 -0.257
H 2.84146 0.98015 2.40117 -0.02 -0.27 -0.05 0.202
H 4.44182 0.30818 2.48756 0.09 -0.24 -0.33 0.416
H 3.56414 0.47088 0.90613 0.53 0.17 -0.25 -0.167
H 5.37724 2.35495 1.50000 -0.09 0.10 -0.19 0.301
H 4.40452 2.75680 2.89338 -0.17 -0.35 0.17 0.348
C -1.59786 2.51099 -5.05515 1.10 -0.76 1.35 -1.115
C -1.00710 1.10347 -4.95638 0.59 0.55 -2.41 -0.174
O -1.63490 0.28351 -3.99793 -0.82 0.37 0.89 -0.238
C -1.02384 -0.81731 -3.63501 0.54 0.01 -0.49 0.383
O 0.05244 -1.17233 -4.00674 0.41 -0.34 -0.04 -0.563
C -1.82478 -1.65081 -2.63863 -0.29 -0.72 0.94 0.929
F -2.99050 -1.08668 -2.32581 -0.06 0.00 0.02 -0.251
F -2.06309 -2.89893 -3.06147 -0.04 0.36 -0.56 -0.285
F -1.10828 -1.80554 -1.51258 0.06 0.42 0.07 -0.232
H -1.16293 2.94664 -5.95117 -0.64 0.06 -0.31 0.380
H -1.14263 3.08442 -4.24250 -0.48 0.16 0.13 0.241
H -2.67730 2.48564 -4.94750 -0.05 0.32 -0.45 0.331
H 0.07925 1.18871 -4.87599 -0.09 -0.30 0.75 0.267
H -1.12213 0.61369 -5.93465 -0.20 -0.12 0.22 0.323
C 3.10696 0.37497 -2.64863 0.56 0.03 -0.09 -1.003
C 3.59835 -0.69881 -1.67597 0.83 1.96 0.45 -0.071
O 3.95706 -1.93496 -2.26135 -1.26 -1.40 -0.35 -0.364
C 4.95954 -2.00935 -3.10982 0.42 0.68 0.66 0.382
O 5.71854 -1.12327 -3.36316 0.10 0.27 -0.47 -0.504
C 5.22925 -3.43272 -3.63622 0.40 -0.60 0.42 0.819
F 6.56088 -3.63804 -3.52153 -0.65 -0.08 -0.18 -0.250
F 4.60537 -4.37137 -2.90161 0.17 0.34 -0.44 -0.236
F 4.89086 -3.58922 -4.92070 -0.02 0.15 0.37 -0.246
H 2.72143 1.24935 -2.11900 -0.24 -0.28 0.29 0.271
H 2.34488 -0.00409 -3.32737 -0.02 -0.01 0.00 0.196
H 3.95755 0.78270 -3.19670 -0.11 -0.29 -0.31 0.446
H 2.88219 -0.81896 -0.86773 -0.19 -0.93 -0.32 0.255
H 4.50348 -0.32918 -1.18144 0.01 0.12 -0.07 0.287
C -5.51554 -2.95909 0.58122 0.07 1.29 0.12 -1.224
C -4.92876 -1.57492 0.86823 1.30 -0.25 -1.71 0.301
O -5.42717 -0.96431 2.03109 -0.83 0.81 1.13 -0.326
C -4.65558 -0.85090 3.11791 -0.65 -1.15 -1.25 0.438
O -3.56597 -1.31771 3.18242 0.75 0.26 0.85 -0.411
C -5.38802 -0.10791 4.26117 0.14 0.54 -1.75 0.803
F -6.67708 0.02550 3.98211 -0.50 -0.15 0.26 -0.243
F -5.23797 -0.69993 5.41206 0.19 -0.33 0.82 -0.229
F -4.87077 1.12613 4.29198 0.27 0.29 0.47 -0.243
H -6.49378 -2.78824 0.13439 -0.20 -0.54 0.28 0.344
H -5.53747 -3.51792 1.51354 -0.18 -0.31 -0.18 0.327
H -4.87116 -3.42642 -0.16059 -0.04 -0.23 0.07 0.289
H -5.14335 -0.88479 0.04484 -0.34 -0.09 0.16 0.249
H -3.83472 -1.62412 0.83817 -0.14 -0.04 0.68 -0.025
Cl 1.05906 2.21518 5.90521 -0.08 0.34 -0.22 -0.140
C -0.32557 3.21921 5.39820 0.40 0.23 0.02 0.426
Cl 0.14727 4.72628 4.57423 0.06 -0.39 0.34 -0.117
Cl -1.32235 3.58032 6.81271 -0.05 -0.12 -0.32 -0.139
H -0.84938 2.63454 4.65631 -0.36 0.03 0.19 -0.085
Cl -0.40663 0.61407 2.96548 -0.16 -0.04 -0.12 -0.088
C -0.63849 0.11123 1.30126 -0.04 -0.20 -0.49 0.212
Cl 0.81187 0.49491 0.34012 -0.45 -0.07 -0.02 0.060
Cl -2.09950 0.75671 0.53582 0.16 0.37 0.21 -0.149
H -0.79060 -0.95902 1.25800 0.30 -0.06 0.23 -0.141
Cl 0.30861 -4.91512 1.89428 -0.17 0.06 0.44 -0.134
C -1.20252 -4.36503 2.69107 0.50 -0.53 -0.70 -0.167
Cl -2.50706 -4.68087 1.51821 -0.09 0.56 0.33 -0.115
Cl -1.00771 -2.71092 3.23403 -0.19 -0.31 -0.10 -0.002
H -1.41688 -4.99878 3.54069 0.19 0.04 0.08 0.412
```
Forces are in eV/Å.

Results
E_HOMO = -10.89 eV
Calculated total energy = -181768.0928 eV
Spin multiplicity = 1
Max |F| = 2.54 eV Å⁻¹
Orbital gap = 11.271 eV
SMILES = CCOC(=O)C(F)(F)F.CCOC(=O)C(F)(F)F.CCOC(=O)C(F)(F)F.CCOC(=O)C(F)(F)F.ClC(Cl)Cl.ClC(Cl)Cl.ClC(Cl)Cl


Density functional theory data (ωB97M-V/def2-TZVPD) for a structure of composition C28H43BrN2P2Pd.

Structure (XYZ):
```
77
Properties=species:S:1:pos:R:3:forces:R:3:mulliken_charge:R:1
C 6.10299 2.44668 -2.10404 -0.27 0.61 -0.24 -0.369
C 4.82557 3.01223 -2.26320 0.57 0.56 -0.45 1.057
C 4.70802 4.21189 -2.96381 0.67 -0.17 0.06 -0.310
C 5.87635 4.86982 -3.34865 0.55 1.91 -1.23 -0.449
N 7.08601 4.36135 -3.16540 -3.68 -2.21 1.32 0.094
C 7.19906 3.18251 -2.56557 2.23 -0.28 -0.03 -0.373
C 3.64604 2.52464 -1.59478 1.16 -0.88 2.15 -0.604
C 3.21323 2.13617 -0.45690 1.41 -0.86 0.15 -0.053
C 2.58206 1.52742 0.68370 0.49 0.63 -0.75 0.599
C 1.97597 0.27324 0.51409 -0.62 -0.58 -0.04 -0.246
C 1.31104 -0.36654 1.54792 0.32 0.15 -0.54 0.097
C 1.37284 0.17103 2.82905 0.07 0.67 -0.34 0.082
C 2.06554 1.37546 3.00852 0.07 1.17 0.32 -0.642
C 2.52298 2.14144 1.93877 -0.09 -0.19 1.08 -0.700
Pd 1.67758 2.65097 -1.50210 -3.23 1.00 -1.36 0.092
P -1.38156 -1.94143 -0.91030 -2.16 -2.89 -2.30 1.138
H 3.74071 4.66550 -3.17357 0.40 0.10 0.04 0.400
H 6.27941 1.47735 -1.63912 0.05 0.33 -0.08 0.469
H 5.82851 5.84492 -3.82790 -0.07 0.05 -0.03 0.428
H 8.21957 2.81464 -2.44955 -0.12 -0.16 0.05 0.436
H 2.75701 3.20106 2.06138 0.48 -0.47 0.16 0.573
H 1.92523 -0.11620 -0.48994 0.24 -0.42 -0.09 0.512
H 2.13624 1.76631 4.02258 -0.12 0.14 -0.25 0.452
H 0.75347 -1.25778 1.34449 -0.19 -0.39 0.07 0.299
C -2.99689 -2.60421 -0.24373 0.30 0.35 1.41 -0.625
C -4.19928 -2.77826 -1.16764 -0.05 0.27 -0.51 -1.380
H -3.27373 -1.90878 0.56766 0.01 -0.40 -0.05 0.397
H -2.74604 -3.54462 0.27169 0.14 0.36 -0.15 0.539
H -4.99508 -3.27599 -0.60071 0.23 0.09 -0.02 0.429
H -4.59913 -1.81149 -1.50255 0.08 -0.31 0.00 0.225
H -3.98086 -3.39943 -2.04327 -0.07 0.11 0.19 0.350
C -1.95063 -1.24428 -2.51412 0.37 1.49 0.16 -0.311
C -0.87148 -0.91528 -3.55126 0.02 0.06 -0.23 -1.490
H -2.49747 -0.31830 -2.26412 -0.08 -0.45 -0.23 0.191
H -2.68257 -1.94659 -2.93442 0.14 0.04 0.39 0.504
H -1.21839 -0.08356 -4.17583 0.11 -0.23 0.06 0.428
H 0.07456 -0.61021 -3.08789 -0.04 -0.07 -0.11 0.250
H -0.68014 -1.76048 -4.22639 0.07 0.22 0.30 0.307
C -0.43115 -3.41545 -1.53207 1.51 0.45 0.99 -0.414
C -1.16696 -4.39803 -2.43690 -0.88 0.01 -0.25 -1.294
H -0.03405 -3.92968 -0.64414 -0.09 0.11 -0.26 0.214
H 0.43771 -2.98932 -2.05812 -0.16 -0.13 0.12 0.473
H -0.46286 -5.14552 -2.82397 0.03 0.27 0.23 0.415
H -1.94882 -4.94236 -1.89539 0.13 0.13 -0.11 0.321
H -1.62066 -3.91076 -3.30928 0.11 -0.14 0.20 0.316
Br 0.33259 -0.43299 4.24404 0.28 -0.40 0.07 0.066
P -2.51082 2.45962 1.14427 1.55 -3.45 0.60 0.289
C -2.95629 1.12273 -0.05698 -0.37 0.73 -0.54 0.742
C -4.40039 1.31033 -0.52485 -0.48 0.01 -0.27 -1.404
H -2.82072 0.15413 0.45038 0.08 0.51 0.10 -0.760
H -2.24410 1.16949 -0.89160 -0.20 0.22 0.11 0.391
H -4.62148 0.69688 -1.40788 0.05 0.15 0.24 0.313
H -5.12176 1.03886 0.25837 0.22 0.07 -0.18 0.371
H -4.57883 2.36168 -0.78977 -0.07 -0.35 -0.08 0.471
C -2.42383 1.41205 2.67098 -1.21 0.60 0.63 0.392
C -2.74619 2.18217 3.94744 0.04 0.02 0.39 -1.352
H -1.42437 0.95578 2.73180 -0.06 0.30 -0.47 -0.442
H -3.15607 0.60078 2.53907 0.15 0.30 -0.04 0.468
H -2.68913 1.50052 4.80347 -0.03 0.21 -0.12 0.397
H -2.03996 3.00225 4.11672 -0.11 -0.11 0.04 0.365
H -3.76028 2.59662 3.90983 0.23 -0.10 0.08 0.412
C -0.74849 2.83794 0.81912 -0.16 0.94 0.19 0.774
C -0.64840 4.16943 0.07206 0.39 -0.08 -0.33 -1.655
H -0.34179 1.98251 0.25897 -0.23 0.00 0.11 -0.439
H -0.22469 2.87864 1.78610 -0.27 0.05 -0.22 0.263
H 0.39677 4.50032 0.01066 -0.15 0.15 0.09 0.499
H -1.03582 4.07298 -0.94934 -0.09 0.15 0.10 0.432
H -1.23167 4.93898 0.58825 0.30 0.04 -0.21 0.471
C 0.83472 -5.52831 3.77208 -0.44 0.01 0.27 -1.238
C 1.03808 -4.67394 2.51223 0.56 -0.30 0.03 -0.283
C -0.02988 -3.71357 2.23816 -0.96 0.71 -0.45 0.381
N -0.85969 -2.95593 1.93704 1.16 -0.72 0.23 -0.451
H 0.90362 -4.91799 4.67428 -0.06 -0.04 -0.09 0.333
H 1.57850 -6.32296 3.85521 0.02 0.22 -0.24 0.377
H -0.15050 -6.00333 3.74957 0.16 0.06 0.05 0.353
H 1.98189 -4.10938 2.57602 -0.25 -0.12 -0.04 0.320
H 1.11897 -5.32639 1.63110 -0.06 0.18 0.12 0.318
```
Forces are in eV/Å.

Results
E_HOMO (alpha / beta) = -19.54 / -19.77 eV
Calculated total energy = -124765.3237 eV
Spin multiplicity = 5
Max |F| = 4.50 eV Å⁻¹
Energy above the lowest of the compared OMol25 structures with the same formula, charge and spin = 29.1 kcal/mol
Orbital gap (alpha / beta) = 7.974 / 5.266 eV
Total charge = +4